Formula: C3H26N2O8
Source: the OMol25 dataset
Level of theory: ωB97M-V/def2-TZVPD

**Energy**: -22889.621 eV
**Highest occupied orbital energy**: -8.992 eV
**Energy relative to the best compared isomer or geometry (same formula, charge and spin)**: 2.7032 eV
**Maximum force**: 0.1322 Eh/bohr
**SMILES**: C[C@H](N)CN.O.O.O.O.O.O.O.O
**Frontier orbital gap**: 9.00 eV
**E_LUMO**: 0.0045 eV

Positions of all 39 atoms, in Å:
H1 -0.5871 -1.0863 0.7174
H2 -0.0740 1.9158 -1.4556
O1 -2.2180 2.4679 0.5112
H3 -0.6085 1.5633 0.0050
H4 -1.2874 -0.0084 -1.9193
N1 -1.3304 -0.7133 -1.1194
H5 -2.7071 -3.3818 0.7711
H6 -1.6831 -1.5587 -1.6745
H7 0.9800 0.9471 2.6340
H8 0.2934 -3.1826 -0.3724
C1 0.8103 0.1782 -0.4597
H9 -2.5866 -0.0635 2.0302
O2 2.3340 -1.2160 -2.9920
O3 -2.9313 1.7300 -1.7520
C2 0.8025 -2.2372 -0.6058
H10 -0.1919 0.1396 3.0879
H11 2.9932 2.9914 -0.9188
H12 1.2193 -2.3870 -1.5960
O4 -2.0570 -3.1148 1.5106
H13 -1.1778 -3.3597 1.1289
N2 0.1674 1.5352 -0.5929
C3 -0.1389 -1.0217 -0.2940
H14 -2.7977 1.5170 2.0391
O5 -2.6056 0.6986 2.5023
H15 -2.4084 1.7484 -0.0794
H16 -2.9756 2.2346 -2.5243
H17 2.8130 -0.4561 -2.8522
H18 2.6070 1.5272 -0.2259
O6 3.2015 2.1391 -0.7770
H19 3.7732 -1.7615 0.5332
H20 1.9890 -1.2852 -3.7838
O7 3.4320 -1.0729 0.9708
H21 1.7454 -2.1907 -0.1946
H22 2.9821 -1.3482 1.7876
H23 1.3471 -0.0810 -1.4481
H24 -3.6748 1.1346 -1.8320
H25 -1.7054 3.1472 0.1895
H26 1.5643 0.4007 0.3312
O8 0.7764 0.3199 3.2468

Mulliken population analysis, charges in e, atoms 1 to 2: 0.0676 0.2373